(1)
# C2H3N3O

A single C2H3N3O molecule (ωB97M-V with the def2-TZVPD basis set, the OMol25 dataset).

Summary:
SMILES: CN(C#N)N=O
HOMO-LUMO gap: 9.788 eV
spin multiplicity: 1
energy relative to the best compared isomer or geometry (same formula, charge and spin): 5.689 eV

The geometry in XYZ format:
```
9
Properties=species:S:1:pos:R:3:forces:R:3
C -0.981 -0.011 0.017 -1.6112 0.2338 3.3692
N 0.388 0.186 -0.199 3.3816 -5.9527 -1.3432
C 1.262 -1.353 -0.196 -3.1772 7.2666 -0.1137
N 1.903 -2.258 0.032 0.9631 -1.8042 0.1551
N 1.091 1.281 -0.132 -0.9908 1.9394 0.4145
O 0.344 2.272 0.012 1.5577 -1.5005 -0.3981
H -1.305 0.973 0.468 0.0624 -1.2116 -0.1517
H -1.674 -0.226 -0.764 0.2281 -0.1350 -1.2615
H -1.028 -0.864 0.762 -0.4137 1.1641 -0.6706
```
Positions in Å, forces in eV/Å.

***

(2)
# C27H61N3O5

A molecular structure, C27H61N3O5 (ωB97M-V with the def2-TZVPD basis set, the OMol25 dataset).

Summary:
HOMO-LUMO gap: 8.499 eV
spin multiplicity: 1
energy relative to the best compared isomer or geometry (same formula, charge and spin): 14.289 eV

The geometry in XYZ format:
```
96
Properties=species:S:1:pos:R:3:forces:R:3
C 1.159 1.638 5.014 -0.8039 0.5094 -0.9017
C 0.272 1.297 3.726 1.7811 0.7625 0.6656
C 0.504 2.334 2.599 1.4319 0.0114 0.3971
C 1.937 2.297 2.060 -0.1930 -0.8100 -0.1154
C 2.253 0.868 1.535 -0.5424 1.4073 -0.0579
C 2.029 -0.265 2.595 0.4292 1.3352 -0.1973
N 0.655 -0.096 3.238 3.1911 1.4640 2.5074
O 0.438 -1.103 4.201 6.2271 3.6839 2.8502
C 1.852 -1.537 1.815 0.2299 -0.7504 3.1157
C 3.257 -0.292 3.517 -0.4866 -1.2586 0.2494
C -1.207 1.441 4.001 -0.6132 -0.9793 1.4358
H 1.407 0.733 5.569 -0.1422 0.1323 -0.0359
H 0.663 2.372 5.650 -0.5273 -0.3094 0.2050
H 2.058 2.202 4.768 0.2537 -0.5057 -0.3553
H -0.275 2.154 1.859 0.6592 0.6580 0.3641
H 0.333 3.378 2.859 -0.3180 -0.1361 0.9091
H 2.688 2.547 2.810 -0.3216 -0.0579 0.5307
H 2.072 3.132 1.373 -0.0096 -0.4292 -0.7634
H 3.277 0.894 1.162 0.1678 -0.5376 0.1558
H 1.624 0.709 0.660 0.3384 0.0379 0.4025
H 2.662 -1.604 1.089 1.1251 -0.8127 1.6341
H 1.770 -2.398 2.479 0.4917 0.0156 0.1944
H 0.973 -1.503 1.172 0.4800 -0.2499 2.6521
H 2.937 -0.879 4.378 0.0138 0.7269 0.7252
H 4.037 -0.968 3.167 0.0582 0.1525 -0.8082
H 3.735 0.671 3.699 -0.4021 -0.0570 0.3964
H -1.334 1.082 5.023 -0.5885 0.0639 0.0786
H -1.888 0.866 3.374 0.3853 -0.1204 -0.0236
H -1.549 2.474 3.940 0.3136 0.0950 0.1619
H -0.350 -1.531 3.860 1.2375 -1.2463 2.0112
C -1.408 3.562 -3.258 -1.3239 0.1382 0.3691
C -1.475 2.025 -3.058 -0.7401 0.4955 0.6078
C -0.101 1.515 -2.778 1.7943 -0.0226 -0.5229
C 0.459 1.831 -1.410 -1.3049 -1.0775 0.8857
C -0.517 1.182 -0.374 -0.7994 3.5658 -2.4730
C -1.993 1.735 -0.451 1.8353 0.7737 -0.4127
N -2.367 1.606 -1.879 1.3924 -0.8697 -0.3827
O -3.694 1.961 -2.147 -0.2729 0.1137 -0.0264
C -2.822 0.796 0.482 -1.7804 0.5799 -0.7232
C -1.938 3.255 -0.025 -0.4375 -0.2897 -0.7678
C -1.999 1.326 -4.367 -0.3248 0.3255 0.5367
H -2.435 3.922 -3.193 -0.2465 0.0566 -0.3714
H -1.009 3.884 -4.220 0.1266 -0.3043 -0.0169
H -0.940 4.141 -2.462 0.5427 -0.4476 -0.0309
H 0.036 0.467 -3.045 -1.2213 0.6061 0.7318
H 0.613 1.975 -3.461 -0.1837 0.3305 -0.6046
H 0.672 2.895 -1.307 -0.2563 0.0027 0.2966
H 1.392 1.301 -1.217 0.3234 0.2683 -0.5607
H -0.220 1.464 0.636 1.1887 0.7738 -2.5789
H -0.483 0.103 -0.524 -1.2239 1.5134 -0.2719
H -3.898 0.969 0.477 -0.1627 0.3521 -0.7416
H -2.671 -0.238 0.171 -0.5066 0.7067 0.1249
H -2.670 0.825 1.561 0.5408 0.4538 -0.2901
H -1.888 3.443 1.048 -0.5838 -0.0807 0.0249
H -1.117 3.836 -0.445 0.6287 -0.6927 0.0311
H -2.739 3.759 -0.566 -0.7317 0.0168 0.8146
H -1.162 1.070 -5.016 0.0399 -0.0626 0.0969
H -2.704 1.892 -4.977 0.1327 0.5831 0.2201
H -2.573 0.427 -4.145 0.4182 -0.3293 0.2578
H -3.924 1.165 -2.632 -0.8652 0.1055 -0.0446
C -0.625 -2.545 -4.372 -0.0168 1.0676 0.6767
C 0.343 -2.629 -3.141 0.5766 -0.0344 0.6174
C 1.327 -1.421 -2.994 1.1098 -0.2241 -2.2731
C 2.136 -1.317 -1.705 -2.2596 -0.2572 -1.4399
C 1.147 -1.215 -0.543 2.8846 -0.9051 -3.2372
C 0.129 -2.372 -0.570 0.3254 -1.0485 0.6090
N -0.418 -2.602 -1.891 -0.7123 1.7577 -1.1632
O -1.387 -3.599 -1.898 -0.2170 -1.0156 0.3538
C 0.813 -3.694 0.032 0.3237 0.9805 0.1975
C -1.002 -1.916 0.327 -0.6842 -3.6135 0.2553
C 1.119 -3.924 -3.237 0.8906 -0.8899 -0.4459
H -1.341 -3.341 -4.577 0.2732 -0.4698 0.8497
H -0.142 -2.439 -5.343 0.5452 0.3887 0.2507
H -1.227 -1.666 -4.146 -0.1463 0.2542 -0.4461
H 2.044 -1.524 -3.809 0.3044 -0.4723 -0.3461
H 0.962 -0.432 -3.273 -0.2266 -1.0750 0.3070
H 2.752 -0.420 -1.780 0.3886 -0.2460 0.1724
H 2.696 -2.250 -1.634 0.5380 0.2816 0.2967
H 0.747 -0.206 -0.440 1.0029 -1.7705 -0.2831
H 1.913 -1.386 0.213 -1.9087 0.7022 -3.1079
H 0.343 -4.672 -0.074 -0.5019 0.3731 -0.6075
H 1.819 -3.756 -0.385 0.0410 -0.2171 -0.0176
H 0.954 -3.584 1.107 -0.1294 0.0236 -0.1036
H -0.645 -1.553 1.290 -0.2687 -2.3846 -2.3560
H -1.673 -1.172 -0.101 0.8143 -0.9139 -0.2252
H -1.580 -2.796 0.609 -0.5656 -0.4384 -0.4674
H 1.652 -4.067 -4.177 -0.2974 0.3023 -0.4711
H 0.436 -4.769 -3.147 0.0375 -0.0216 0.2030
H 1.943 -4.034 -2.533 -0.3400 0.0881 0.4532
H -2.231 -3.142 -1.872 -0.0796 0.1521 -0.0130
O -0.673 -0.080 1.466 -2.8868 2.5163 0.3557
H -0.913 0.838 1.343 -0.8618 -1.1474 1.3290
H 0.165 -0.049 1.928 0.5558 -0.0640 1.0636
O -1.248 -1.751 3.287 -7.4371 -3.0142 -2.7619
H -1.783 -2.390 2.816 -0.1704 -0.4585 0.0811
H -0.967 -1.131 2.614 -0.7658 1.4129 -0.8680
```
Positions in Å, forces in eV/Å.

***

(3)
# C36H57BBeN2S3

A molecular structure, C36H57BBeN2S3 (ωB97M-V with the def2-TZVPD basis set, the OMol25 dataset).

Summary:
HOMO-LUMO gap: 8.115 eV
spin multiplicity: 1
energy relative to the best compared isomer or geometry (same formula, charge and spin): 1.199 eV

The geometry in XYZ format:
```
100
Properties=species:S:1:pos:R:3:forces:R:3
Be -1.415 0.962 0.352 0.5155 0.1844 0.0593
C 3.055 2.976 -0.479 0.0538 0.0105 0.0894
C 2.289 3.923 0.431 0.0492 0.0705 -0.0597
S 0.580 3.410 0.760 0.0888 -0.1316 0.2375
C -0.372 4.709 -0.041 -0.1030 0.1265 0.0182
C -0.408 4.652 -1.558 -0.0228 0.1282 -0.0565
S -1.234 3.157 -2.158 0.0048 -0.1709 0.0751
C 0.051 2.302 -3.105 0.0474 0.0174 -0.0788
C 1.255 1.774 -2.332 -0.0593 -0.0299 0.0187
S 2.597 3.002 -2.225 0.0057 0.0401 -0.0749
H 2.992 1.957 -0.100 -0.0423 0.0495 -0.0452
H 4.115 3.243 -0.462 -0.0085 0.0153 -0.0026
H 2.273 4.933 0.017 -0.0138 -0.0059 0.0003
H 2.801 3.971 1.395 -0.0294 -0.0232 0.0096
H -0.013 5.684 0.296 0.0516 -0.0234 -0.0006
H -1.382 4.592 0.358 0.0329 0.0581 -0.0264
H 0.595 4.690 -1.976 0.0021 -0.0107 -0.0120
H -0.961 5.515 -1.934 -0.0268 -0.0200 -0.0054
H 0.370 2.945 -3.928 -0.0055 -0.0145 -0.0024
H -0.486 1.464 -3.557 -0.0140 -0.0161 0.0452
H 1.648 0.890 -2.840 0.0134 0.0320 -0.0224
H 0.966 1.478 -1.325 0.0153 -0.0180 0.0011
C -4.143 2.395 3.118 0.0056 0.0337 -0.0085
C -2.894 1.610 2.716 0.0583 0.1154 0.0521
C -3.119 0.125 2.993 -0.0760 -0.0781 0.0262
C -2.461 1.959 1.277 -0.1078 0.0613 -0.1216
H -4.416 2.219 4.162 0.0076 -0.0032 0.0029
H -4.993 2.098 2.497 0.0060 -0.0031 -0.0016
H -3.991 3.467 2.980 -0.0009 0.0015 0.0115
H -2.091 1.946 3.375 0.0472 -0.0412 -0.0071
H -4.052 -0.220 2.541 0.0592 -0.0047 -0.0236
H -3.203 -0.056 4.068 0.0095 0.0051 0.0140
H -2.307 -0.503 2.612 -0.0279 0.0337 0.0153
H -1.989 2.950 1.325 -0.1537 -0.0703 0.0304
H -3.364 2.132 0.672 -0.0240 -0.0678 -0.0315
C 3.630 -2.580 -0.320 0.0065 -0.0474 0.0126
C 3.069 -1.173 -0.540 -0.0500 0.0229 -0.0768
C 3.928 -0.458 -1.587 0.0079 0.0213 -0.0231
C 2.965 -0.405 0.763 0.0991 -0.0262 0.0763
C 4.113 0.189 1.284 0.0021 -0.0427 -0.0135
C 4.072 0.916 2.457 0.0127 -0.0040 0.0113
C 2.873 1.051 3.136 -0.0554 0.0333 -0.0277
C 1.706 0.448 2.674 0.0423 -0.0474 -0.0002
C 0.436 0.512 3.495 -0.0592 -0.0180 -0.0521
C 0.268 -0.772 4.314 0.0005 -0.0474 -0.0242
C 0.365 1.723 4.420 -0.0087 0.0185 0.0568
C 1.762 -0.285 1.478 -0.0233 -0.0626 0.0708
N 0.618 -1.009 0.994 -0.0415 0.0026 0.0779
B -0.417 -0.607 0.054 -0.3068 -0.1059 -0.0158
N -0.944 -1.907 -0.426 0.2363 0.0891 -0.0740
C -0.342 -2.915 0.340 0.0203 -0.0658 -0.0076
C 0.584 -2.396 1.159 0.0261 0.0550 -0.0342
C -1.547 -2.381 -1.654 -0.1092 -0.0445 0.2311
C -2.877 -2.116 -2.033 -0.0001 -0.0316 -0.0687
C -3.446 -2.886 -3.045 0.0538 0.0901 -0.1057
C -2.733 -3.843 -3.742 0.0222 0.0284 0.0182
C -1.391 -3.984 -3.465 0.0458 0.0482 0.0313
C -0.778 -3.259 -2.444 -0.0092 -0.0767 -0.1556
C 0.733 -3.402 -2.329 -0.0545 0.0018 0.0700
C 1.403 -2.728 -3.529 0.0316 -0.0096 -0.0327
C 1.186 -4.856 -2.196 0.0322 -0.0240 0.0061
C -3.754 -0.989 -1.521 -0.1020 -0.0737 -0.1180
C -4.096 -1.082 -0.042 0.1536 0.0549 0.0712
C -3.198 0.375 -1.923 -0.0133 0.2328 0.1476
H 3.669 -3.126 -1.265 0.0073 0.0148 0.0032
H 3.029 -3.160 0.379 -0.0013 0.0098 -0.0085
H 4.648 -2.520 0.072 -0.0064 0.0066 0.0141
H 2.058 -1.258 -0.946 0.0315 0.0252 0.0199
H 4.991 -0.525 -1.347 0.0038 0.0082 0.0156
H 3.677 0.598 -1.698 0.0114 -0.0710 0.0092
H 3.793 -0.932 -2.561 0.0073 -0.0218 0.0025
H 5.048 0.092 0.747 0.0136 0.0046 -0.0015
H 4.971 1.375 2.848 -0.0007 0.0012 -0.0117
H 2.848 1.622 4.054 0.0039 0.0041 -0.0056
H -0.398 0.571 2.792 0.0087 0.0291 0.0232
H 1.090 -0.875 5.026 0.0014 -0.0013 -0.0092
H 0.251 -1.656 3.678 -0.0058 0.0078 0.0097
H -0.668 -0.746 4.875 -0.0113 0.0181 0.0095
H 1.106 1.663 5.220 0.0102 -0.0008 -0.0268
H -0.611 1.759 4.906 -0.0058 -0.0151 -0.0116
H 0.509 2.658 3.878 0.0096 0.0188 -0.0314
H -0.612 -3.950 0.206 -0.0053 0.0085 -0.0015
H 1.228 -2.900 1.861 -0.0193 -0.0047 -0.0066
H -4.483 -2.706 -3.301 -0.0082 -0.0011 0.0021
H -3.210 -4.434 -4.513 0.0051 0.0047 -0.0005
H -0.792 -4.667 -4.054 -0.0088 -0.0069 -0.0061
H 1.065 -2.885 -1.436 0.0087 0.0371 -0.0010
H 1.121 -3.213 -4.466 -0.0084 -0.0008 0.0078
H 2.490 -2.785 -3.439 0.0008 0.0066 -0.0026
H 1.119 -1.676 -3.598 -0.0042 -0.0001 0.0158
H 0.935 -5.446 -3.079 -0.0090 0.0075 -0.0078
H 0.727 -5.339 -1.332 -0.0046 0.0141 -0.0021
H 2.270 -4.906 -2.073 -0.0052 0.0108 0.0100
H -4.677 -1.092 -2.096 -0.0980 -0.0435 0.1399
H -3.187 -1.035 0.557 -0.0977 -0.0134 -0.0009
H -4.595 -2.025 0.188 -0.0181 0.0023 -0.0136
H -4.745 -0.259 0.264 -0.0050 -0.0100 -0.0327
H -2.486 0.760 -1.194 0.0313 -0.1375 -0.2293
H -3.976 1.140 -1.969 -0.0876 -0.0916 -0.0185
H -2.682 0.347 -2.883 -0.0616 -0.0422 -0.0301
```
Positions in Å, forces in eV/Å.

***

(4)
# C2H6N2

A gas-phase ion, C2H6N2 (charge +1) (ωB97M-V with the def2-TZVPD basis set, the OMol25 dataset).

Summary:
HOMO-LUMO gap (alpha / beta): 11.108 / 7.678 eV
net charge: +1
spin multiplicity: 2
expectation value of S²: 0.76
energy relative to the best compared isomer or geometry (same formula, charge and spin): 0.186 eV

The geometry in XYZ format:
```
10
Properties=species:S:1:pos:R:3:forces:R:3
C 0.264 -0.152 -0.702 -0.8652 0.5381 -2.5937
C -0.206 -0.040 0.577 0.2832 0.8335 2.3568
N 0.612 -0.496 1.651 -1.1108 -0.0550 -1.6250
N -0.440 0.370 -1.752 1.7463 -1.2032 2.7161
H 1.249 -0.565 -0.901 -0.1023 0.1130 0.0622
H -1.068 0.617 0.837 0.4801 -0.4797 -0.5647
H 0.104 -1.301 2.031 0.7403 0.0268 0.5307
H 0.756 0.257 2.314 -0.4255 -0.2915 0.4937
H 0.123 0.691 -2.525 -0.6474 -0.0594 -0.6526
H -1.393 0.619 -1.531 -0.0987 0.5775 -0.7233
```
Positions in Å, forces in eV/Å.

***

It is found that the maximum force values, taken in the order of the records, are 7.9; 8.5; 0.6; 3.4 eV Å⁻¹.